{"formula": "C2H11NO3", "method": "the ωB97M-V functional and the def2-TZVPD basis", "symbols": ["C", "N", "C", "O", "H", "H", "H", "H", "H", "H", "H", "O", "H", "H", "O", "H", "H"], "positions_angstrom": [[-1.98, -0.18, -1.87], [-1.20, 0.77, -1.12], [-1.10, 0.37, 0.25], [-2.35, 0.19, 0.97], [-3.00, -0.14, -1.46], [-1.49, -1.19, -2.01], [-2.16, 0.08, -2.94], [-1.57, 1.71, -1.33], [-0.62, -0.56, 0.35], [-0.51, 1.08, 0.88], [-2.28, -0.60, 1.56], [3.44, -0.87, -0.70], [3.05, -0.95, 0.14], [4.35, -1.19, -0.63], [2.24, 0.77, 2.46], [2.10, 0.18, 3.24], [3.09, 0.52, 2.21]], "nbo_charge": [-0.437, -0.635, 0.087, -0.763, 0.192, 0.197, 0.199, 0.370, 0.149, 0.174, 0.466, -0.934, 0.466, 0.468, -0.923, 0.465, 0.459], "smiles": "CNCO.O.O", "total_energy_ha": -363.2221}

=====

{"formula": "C2H11NO3", "method": "the ωB97M-V functional and the def2-TZVPD basis", "symbols": ["C", "N", "C", "O", "H", "H", "H", "H", "H", "H", "H", "O", "H", "H", "O", "H", "H"], "positions_angstrom": [[-2.29, 0.77, 0.25], [-1.41, 0.58, 1.40], [-0.19, -0.08, 1.06], [0.61, 0.70, 0.16], [-2.56, -0.22, -0.14], [-3.22, 1.23, 0.59], [-1.87, 1.38, -0.55], [-1.20, 1.48, 1.81], [-0.45, -1.03, 0.58], [0.37, -0.28, 1.97], [1.57, 0.52, 0.34], [2.88, -0.85, -0.14], [2.36, -1.07, -0.91], [3.77, -0.82, -0.47], [0.91, -0.90, -2.04], [0.11, -1.19, -2.47], [0.61, -0.20, -1.43]], "nbo_charge": [-0.424, -0.623, 0.085, -0.794, 0.189, 0.202, 0.180, 0.357, 0.154, 0.173, 0.513, -0.974, 0.500, 0.473, -0.990, 0.478, 0.499], "smiles": "CNCO.O.O", "total_energy_ha": -363.2664}

=====

{"formula": "C2H11NO3", "method": "the ωB97M-V functional and the def2-TZVPD basis", "symbols": ["C", "N", "C", "H", "H", "H", "H", "H", "O", "H", "H", "O", "H", "H", "O", "H", "H"], "positions_angstrom": [[0.35, 0.49, 0.68], [0.55, -0.47, -0.13], [-0.52, -0.73, -1.09], [0.97, 0.39, 1.57], [-0.43, 1.24, 0.59], [-1.11, 0.13, -1.43], [-0.05, -1.14, -1.99], [-1.22, -1.46, -0.67], [1.65, -3.26, -0.31], [0.97, -3.65, 0.24], [1.22, -2.48, -0.62], [-2.58, -0.24, 2.70], [-3.52, -0.49, 2.73], [-2.54, 0.58, 2.20], [1.91, 4.06, -1.47], [2.82, 3.82, -1.61], [1.52, 3.20, -1.39]], "nbo_charge": [-0.055, -0.406, -0.469, 0.190, 0.143, 0.182, 0.202, 0.215, -0.936, 0.459, 0.474, -0.939, 0.473, 0.467, -0.927, 0.465, 0.462], "smiles": "C=NC.O.O.O", "total_energy_ha": -363.2165}

=====

{"formula": "C2H11NO3", "method": "the ωB97M-V functional and the def2-TZVPD basis", "symbols": ["C", "N", "C", "H", "H", "H", "H", "H", "O", "H", "H", "O", "H", "H", "O", "H", "H"], "positions_angstrom": [[-1.37, 0.31, 1.28], [-0.75, 0.97, 0.39], [0.43, 1.67, 0.82], [-2.34, -0.19, 1.02], [-1.00, 0.55, 2.33], [1.22, 0.96, 1.10], [0.14, 2.24, 1.76], [0.83, 2.44, 0.05], [-0.46, 0.97, -2.62], [-1.23, 0.83, -3.35], [-0.80, 0.63, -1.74], [0.59, -1.77, -1.21], [0.57, -0.81, -1.34], [0.61, -2.05, -2.15], [0.97, -2.51, 1.51], [1.24, -2.63, 0.60], [1.36, -1.61, 1.55]], "nbo_charge": [-0.034, -0.452, -0.460, 0.199, 0.145, 0.200, 0.190, 0.224, -0.985, 0.477, 0.496, -0.958, 0.482, 0.476, -0.931, 0.482, 0.448], "smiles": "C=NC.O.O.O", "total_energy_ha": -363.2096}

=====

{"formula": "C2H11NO4", "method": "the ωB97M-V functional and the def2-TZVPD basis", "symbols": ["C", "C", "N", "O", "H", "H", "H", "H", "H", "O", "H", "H", "O", "H", "H", "O", "H", "H"], "positions_angstrom": [[0.34, 0.61, -0.68], [0.00, 2.02, -0.15], [0.75, 3.13, -0.58], [-0.97, 2.20, 0.60], [1.39, 0.43, -0.64], [-0.07, 0.59, -1.64], [-0.21, -0.23, -0.23], [1.67, 3.08, -0.89], [0.33, 4.01, -0.31], [-1.03, 0.90, 3.23], [-0.96, 1.21, 2.35], [-0.29, 1.42, 3.59], [-0.22, -2.09, -3.53], [0.41, -2.18, -2.76], [-1.01, -2.45, -3.14], [0.15, -4.48, 1.72], [0.12, -4.29, 0.83], [-0.40, -3.88, 2.23]], "nbo_charge": [-0.716, 0.691, -0.835, -0.645, 0.221, 0.245, 0.241, 0.395, 0.410, -0.942, 0.481, 0.455, -0.927, 0.463, 0.465, -0.941, 0.463, 0.478], "smiles": "CC(N)=O.O.O.O", "total_energy_ha": -438.5099}

=====

{"formula": "C2H11NO5", "method": "the ωB97M-V functional and the def2-TZVPD basis", "symbols": ["N", "C", "C", "O", "O", "H", "H", "H", "H", "H", "O", "H", "H", "O", "H", "H", "O", "H", "H"], "positions_angstrom": [[-2.55, 1.07, 0.01], [-2.18, -0.40, -0.39], [-0.86, -0.60, 0.13], [-0.16, 0.31, 0.62], [-0.51, -1.91, -0.02], [-1.84, 1.82, -0.15], [-2.67, 1.22, 1.05], [-2.28, -0.30, -1.59], [-3.04, -1.05, 0.04], [0.35, -2.03, 0.21], [0.57, -0.57, -1.82], [1.44, -0.72, -1.59], [0.61, -0.80, -2.76], [1.86, 2.07, 0.59], [2.14, 2.38, -0.25], [1.55, 1.19, 0.35], [2.60, -0.32, 1.04], [2.01, -0.41, 1.82], [2.97, 0.59, 1.16]], "nbo_charge": [-0.861, -0.362, 0.794, -0.638, -0.661, 0.376, 0.355, 0.259, 0.251, 0.482, -0.935, 0.472, 0.473, -0.960, 0.459, 0.500, -0.980, 0.479, 0.497], "smiles": "NCC(=O)O.O.O.O", "total_energy_ha": -513.7034}

=====

{"formula": "C2H11NO5", "method": "the ωB97M-V functional and the def2-TZVPD basis", "symbols": ["O", "C", "O", "C", "N", "H", "H", "H", "H", "H", "H", "H", "O", "H", "H", "O", "H", "H", "O"], "positions_angstrom": [[1.74, 0.38, 0.43], [1.62, 0.01, 1.55], [2.51, 0.12, 2.54], [0.27, -0.49, 2.08], [-0.78, -0.09, 1.23], [3.34, -0.37, 2.37], [0.32, -1.59, 2.16], [0.16, -0.30, 3.14], [-0.63, -0.15, 0.22], [-1.40, 0.63, 1.58], [-1.32, 0.50, -3.71], [-0.69, 0.79, -2.34], [-1.08, 0.09, -2.88], [0.39, 3.37, -0.96], [0.98, 1.95, -1.30], [0.17, 2.47, -1.24], [-3.12, -1.92, -1.64], [-2.87, -2.66, -2.90], [-3.43, -2.69, -2.12]], "nbo_charge": [-0.514, 0.808, -0.669, -0.435, -0.221, 0.541, 0.321, 0.287, 0.446, 0.430, 0.490, 0.476, -0.968, 0.498, 0.488, -0.978, 0.454, 0.472, -0.925], "multiplicity": 2, "s2": 0.754, "total_energy_ha": -513.4154, "total_charge": 1}

=====

{"formula": "C2H12N10", "method": "the ωB97M-V functional and the def2-TZVPD basis", "symbols": ["C", "C", "N", "N", "N", "N", "N", "N", "N", "N", "N", "N", "H", "H", "H", "H", "H", "H", "H", "H", "H", "H", "H", "H"], "positions_angstrom": [[-0.53, -2.50, 1.19], [-0.98, -2.10, -0.03], [0.07, -1.60, 2.04], [-0.65, -0.75, -0.41], [0.58, -0.39, 1.49], [-0.08, 0.11, 0.45], [-1.66, -0.68, -2.45], [2.83, 0.44, 1.42], [-0.20, 2.34, -1.65], [-0.91, -0.20, -1.54], [2.00, -0.66, 1.14], [-0.97, 3.09, -0.63], [-0.72, -3.42, 1.53], [-1.57, -2.59, -0.87], [0.74, -1.91, 2.70], [-1.95, 3.08, -0.82], [-2.23, -1.49, -2.37], [3.12, 0.22, 2.35], [2.22, 1.25, 1.45], [0.71, 2.33, -1.23], [-0.37, 2.86, -2.50], [-0.69, 0.90, -1.73], [1.91, -0.97, 0.23], [-0.68, 2.64, 0.23]], "nbo_charge": [0.006, -0.214, -0.434, 0.010, -0.040, -0.416, -0.593, -0.642, -0.657, -0.068, -0.380, -0.691, 0.207, 0.231, 0.396, 0.357, 0.329, 0.347, 0.339, 0.391, 0.380, 0.433, 0.329, 0.378], "total_energy_ha": -630.5904}

=====

{"formula": "C2H12N2O2", "method": "the ωB97M-V functional and the def2-TZVPD basis", "symbols": ["N", "C", "C", "N", "H", "H", "H", "H", "H", "H", "H", "H", "O", "H", "H", "O", "H", "H"], "positions_angstrom": [[-0.12, -0.53, 1.69], [-0.60, 0.79, 1.25], [-1.21, 0.73, -0.16], [-1.46, -0.62, -0.64], [-0.74, -1.22, 1.27], [-0.16, -0.66, 2.69], [0.25, 1.47, 1.27], [-1.36, 1.22, 1.90], [-2.18, 1.24, -0.12], [-0.71, 1.37, -0.90], [-0.69, -0.97, -1.19], [-2.21, -0.61, -1.31], [2.32, -0.68, 0.06], [1.66, -0.69, 0.78], [3.18, -0.51, 0.45], [1.05, -0.32, -2.49], [1.53, 0.38, -2.93], [1.46, -0.39, -1.61]], "nbo_charge": [-0.881, -0.229, -0.234, -0.858, 0.393, 0.366, 0.183, 0.171, 0.185, 0.184, 0.381, 0.364, -0.999, 0.508, 0.477, -0.980, 0.468, 0.500], "smiles": "NCCN.O.O", "total_energy_ha": -343.3833}

=====

{"formula": "C2H12N2O2", "method": "the ωB97M-V functional and the def2-TZVPD basis", "symbols": ["N", "C", "C", "N", "H", "H", "H", "H", "H", "H", "H", "H", "O", "H", "H", "O", "H", "H"], "positions_angstrom": [[-1.45, 0.00, 1.68], [-0.93, -1.12, 0.85], [-0.92, -0.62, -0.62], [-0.05, 0.53, -0.89], [-0.80, 0.77, 1.63], [-1.53, -0.28, 2.65], [-1.55, -1.99, 0.99], [0.09, -1.19, 1.24], [-0.75, -1.40, -1.37], [-1.95, -0.32, -0.76], [-0.64, 1.35, -0.99], [0.55, 0.78, -0.09], [1.16, 1.81, 1.37], [1.80, 1.46, 1.97], [1.43, 2.65, 0.98], [1.72, -0.95, -3.28], [2.43, -1.22, -2.69], [1.39, -0.27, -2.66]], "nbo_charge": [-0.860, -0.230, -0.237, -0.885, 0.365, 0.352, 0.201, 0.159, 0.193, 0.190, 0.358, 0.381, -0.962, 0.490, 0.494, -0.943, 0.453, 0.483], "smiles": "NCCN.O.O", "total_energy_ha": -343.3604}

=====

{"formula": "C2H12N2O3", "method": "the ωB97M-V functional and the def2-TZVPD basis", "symbols": ["C", "N", "C", "N", "H", "H", "H", "H", "H", "H", "O", "H", "H", "O", "H", "H", "O", "H", "H"], "positions_angstrom": [[0.99, -1.19, 0.35], [-0.16, -2.02, 0.11], [-1.22, -1.76, 0.72], [-1.44, -0.65, 1.63], [1.42, -0.95, -0.62], [1.86, -1.74, 0.74], [0.79, -0.34, 0.98], [-2.23, -2.04, 0.40], [-0.77, -0.61, 2.38], [-2.32, -0.82, 2.08], [0.08, -0.68, -3.58], [0.75, -0.18, -3.17], [-0.15, -1.22, -2.81], [0.61, 1.88, 2.86], [0.03, 1.12, 2.75], [0.61, 2.37, 2.04], [0.44, 2.59, -2.32], [0.81, 3.25, -2.89], [-0.11, 2.98, -1.64]], "nbo_charge": [-0.456, -0.454, 0.268, -0.851, 0.209, 0.213, 0.175, 0.165, 0.356, 0.373, -0.927, 0.462, 0.466, -0.935, 0.463, 0.474, -0.951, 0.476, 0.475], "smiles": "C/N=C\\N.O.O.O", "total_energy_ha": -418.5840}

=====

{"formula": "C2H12N2O3", "method": "the ωB97M-V functional and the def2-TZVPD basis", "symbols": ["N", "C", "C", "N", "H", "H", "H", "H", "H", "H", "O", "H", "H", "O", "H", "H", "O", "H", "H"], "positions_angstrom": [[0.44, 1.67, -2.30], [0.35, 0.92, -1.14], [0.97, -0.27, -1.00], [0.39, -1.28, -0.16], [0.14, 2.63, -2.28], [1.06, 1.49, -3.07], [-0.14, 1.28, -0.22], [1.70, -0.56, -1.72], [-0.40, -0.81, 0.27], [0.98, -1.55, 0.64], [2.09, -3.33, -2.73], [2.43, -2.54, -2.30], [1.92, -3.03, -3.63], [-1.19, -1.10, 2.57], [-0.67, -1.40, 3.32], [-1.75, -0.43, 2.97], [-2.95, 3.02, 3.81], [-2.07, 3.12, 3.43], [-3.30, 2.17, 3.55]], "nbo_charge": [-0.829, -0.065, -0.119, -0.800, 0.376, 0.386, 0.190, 0.145, 0.364, 0.349, -0.926, 0.464, 0.464, -0.935, 0.473, 0.464, -0.939, 0.471, 0.467], "smiles": "N/C=C/N.O.O.O", "total_energy_ha": -418.5702}